No. 1
C5H8Br4O2 as an isolated structure at a distorted geometry, computed with ωB97M-V with the def2-TZVPD basis set.

```
19
Properties=species:S:1:pos:R:3
Br -1.9872 2.1103 1.3499
Br 3.1612 -0.3209 0.5348
Br 1.4975 2.1870 -0.4600
Br -3.0386 -0.5683 -0.2744
O -1.4752 1.5272 -1.3130
O 1.0335 0.9968 1.8370
C 0.4083 -0.4694 -0.0047
C 1.2924 0.6463 0.5931
C 0.4704 -0.6857 -1.5160
C -1.6068 0.8584 -0.1376
C 0.0254 -1.5546 0.8595
H 0.9438 -2.2042 0.9139
H -0.2437 -1.3462 1.8445
H -0.3255 -1.3591 -1.8410
H -0.8854 -1.9538 0.5137
H 0.4106 0.2523 -2.1003
H 1.5590 -1.0003 -1.7832
H -1.7868 2.4531 -1.3834
H 0.5472 0.4311 2.3672
```

Computed properties:
Frontier orbital gap (spin up / spin down)   7.65 / 7.65 eV
Spin multiplicity   1
Relative energy (zero: lowest compared OMol25 entry of this formula, charge and spin)   0.3062 eV
E   -10641.7353 Eh
Total charge   0
HOMO energy (spin up / spin down)   -8.5311 / -8.5271 eV

---

No. 2
A 2-piece molecular cluster, C7H8BrISi overall at a distorted geometry, computed with ωB97M-V with the def2-TZVPD basis set.

```
18
Properties=species:S:1:pos:R:3
I -5.3828 -0.1667 -0.4686
Br -0.7388 2.8358 0.5662
Si -3.6446 0.9000 1.0679
C 1.0707 2.2768 0.3468
C 0.0650 -1.5830 -0.5295
C -1.5259 -1.1288 1.2426
C -0.7164 -0.7901 -1.3728
C -1.8262 -0.1026 -0.8914
C -0.3243 -1.6668 0.7974
C -2.2206 -0.1594 0.4903
H 0.9574 -1.9846 -1.0346
H 1.2126 1.5503 1.1237
H -0.4466 -0.9154 -2.4637
H 0.0494 -2.3457 1.6006
H 1.7911 3.0208 0.6709
H -2.3015 0.5151 -1.6832
H 1.1182 1.9383 -0.7624
H -1.8180 -1.3794 2.2879
```

Computed properties:
Frontier orbital gap   7.61 eV
Spin multiplicity   1
Relative energy (zero: lowest compared OMol25 entry of this formula, charge and spin)   2.1862 eV
E   -3432.6876 Eh
Total charge   0
HOMO energy   -8.6647 eV

---

No. 3
C3O2 in the gas phase at a distorted geometry, computed with ωB97M-V with the def2-TZVPD basis set.

```
5
Properties=species:S:1:pos:R:3
O 1.8568 0.4443 -0.3526
O -1.3043 0.0947 -0.4518
C 0.9019 0.1003 0.2087
C -1.3532 -0.2062 0.7646
C -0.1064 -0.6156 0.1901
```

Computed properties:
Frontier orbital gap   9.25 eV
Spin multiplicity   1
Relative energy (zero: lowest compared OMol25 entry of this formula, charge and spin)   4.8801 eV
E   -264.5675 Eh
Total charge   0
HOMO energy   -10.3083 eV

---

No. 4
A 33-piece molecular cluster, H66O33 overall at a distorted geometry, computed with ωB97M-V with the def2-TZVPD basis set.

```
99
Properties=species:S:1:pos:R:3
O -6.5698 -8.9794 -17.2537
O -2.2600 -9.2053 -15.4072
O -2.7849 -10.0524 -21.2928
O -6.9512 -6.3222 -22.5342
O -6.4168 -6.8991 -25.2943
O -3.0462 -5.6714 -21.4312
O -3.8933 -8.1627 -17.3934
O -1.7977 -4.5404 -19.0954
O -3.9513 -7.9796 -25.5880
O -9.0916 -11.8487 -20.2022
O -4.8046 -7.6938 -19.8638
O -7.4183 -8.5829 -20.2783
O -4.3880 -3.1888 -18.1193
O -8.5953 -7.1306 -17.8178
O -1.5878 -6.6734 -23.4795
O -0.1796 -11.5029 -21.5578
O -7.9467 -11.3025 -17.9154
O -7.4372 -7.0027 -15.2771
O -8.0371 -3.2952 -21.7527
O -6.2177 -11.1332 -20.4157
O -0.6816 -9.4393 -18.7222
O -5.7078 -12.7276 -23.1409
O -3.5926 -12.3756 -20.1365
O -1.4606 -7.7087 -20.5293
O -4.4271 -6.4543 -14.5623
O -2.5426 -4.8377 -25.1056
O -1.4852 -9.2730 -24.4784
O -8.2706 -5.7589 -20.1174
O -2.0744 -6.3146 -16.6330
O -5.5759 -5.2589 -16.8347
O -4.6440 -8.3406 -22.8302
O -10.3186 -7.5229 -21.2051
O -9.8308 -9.3838 -16.6610
H -2.3445 -9.2525 -21.0058
H -7.5012 -8.5211 -21.2299
H -1.5088 -3.6290 -19.1411
H 0.4679 -10.8052 -21.4574
H -7.0449 -11.6194 -17.8645
H -1.2964 -10.1715 -18.6766
H -8.4666 -11.9900 -17.4992
H -6.2522 -6.2825 -24.5809
H -4.6285 -8.7249 -17.1490
H -8.9106 -9.4740 -16.9084
H -10.6008 -8.3854 -20.9008
H -4.2673 -7.7151 -20.6558
H -5.6710 -6.0490 -17.3666
H -1.0238 -11.0526 -21.5308
H -0.5304 -9.2055 -24.4754
H -2.8335 -9.2926 -16.1685
H -2.4511 -5.6788 -24.6579
H -3.4352 -9.7536 -21.9285
H -1.0752 -5.0404 -19.4753
H -4.5265 -5.7872 -13.8831
H -4.1878 -7.7134 -18.1856
H -6.8638 -9.8840 -17.1472
H -8.2529 -6.9447 -16.9434
H -7.8859 -5.7231 -19.2416
H -9.5448 -7.0530 -17.7252
H -7.1375 -6.2602 -21.5974
H -2.5061 -4.9045 -21.2402
H -9.5179 -12.6776 -19.9842
H -3.4635 -3.3465 -17.9282
H -8.9291 -3.0419 -21.9901
H -4.8506 -7.6643 -25.6781
H -3.8648 -5.3098 -21.7708
H -5.6952 -12.2515 -22.3106
H -9.9472 -7.6841 -22.0725
H -1.8774 -6.1715 -17.5588
H -8.1348 -8.0462 -19.9396
H -7.0080 -11.6593 -20.5374
H -5.6862 -7.9120 -20.1660
H -4.3880 -2.4153 -18.6831
H -1.9417 -6.5905 -22.5940
H -4.1959 -8.5433 -23.6514
H -4.2942 -5.9571 -15.3694
H -7.5578 -7.5141 -14.4771
H -1.9329 -8.3070 -15.4548
H -6.5194 -10.3498 -19.9558
H -1.0879 -8.8223 -19.3308
H -2.9531 -6.6944 -16.6306
H -9.1272 -6.1658 -19.9868
H -3.5134 -7.6875 -26.3874
H -10.1596 -10.2821 -16.6282
H -8.8581 -11.4688 -19.3552
H -5.3760 -4.5674 -17.4658
H -4.4592 -12.0322 -19.9190
H -8.1419 -4.1091 -21.2598
H -6.5191 -7.1377 -15.5121
H -7.7803 -6.1023 -22.9589
H -3.0779 -11.6015 -20.3645
H -5.2860 -13.5641 -22.9442
H -0.6502 -6.8166 -23.3508
H -2.7290 -5.0691 -26.0155
H -2.1488 -7.0489 -20.6144
H -1.7890 -8.3883 -24.2751
H -7.1914 -7.3875 -25.0154
H -5.2881 -7.6731 -23.0667
H -7.0580 -8.6558 -18.0107
H -0.7088 -7.2281 -20.1829
```

Computed properties:
Frontier orbital gap   8.74 eV
Spin multiplicity   1
Relative energy (zero: lowest compared OMol25 entry of this formula, charge and spin)   5.1168 eV
E   -2522.5128 Eh
Total charge   0
HOMO energy   -9.5934 eV

---

No. 5
A 2-piece molecular cluster, CH4Cl2N3S overall at a distorted geometry, computed with ωB97M-V with the def2-TZVPD basis set.

```
11
Properties=species:S:1:pos:R:3
Cl -2.1370 1.6477 -0.6545
Cl -2.3875 -1.5606 -0.9587
S 2.6778 0.3425 -0.8783
N 0.2291 1.0199 -0.1970
N 1.3409 -0.4784 1.2383
N -0.9741 0.7952 0.1720
C 1.3681 0.2274 0.1036
H 2.0907 -1.0586 1.3410
H -3.4861 -2.1477 -1.0681
H 0.5041 1.5189 -1.1754
H 0.7740 -0.3064 2.0770
```

Computed properties:
Frontier orbital gap (spin up / spin down)   6.61 / 6.61 eV
Spin multiplicity   1
Relative energy (zero: lowest compared OMol25 entry of this formula, charge and spin)   0.2359 eV
E   -1522.9607 Eh
Total charge   +1
HOMO energy (spin up / spin down)   -14.0486 / -14.0439 eV

---

No. 6
C37H43LuN20O5 as an isolated structure at a distorted geometry, computed with ωB97M-V with the def2-TZVPD basis set.

```
106
Properties=species:S:1:pos:R:3
Lu -2.4076 -2.2978 -0.5402
O 2.1251 1.7045 -2.6306
O -2.5579 -0.3797 -1.5361
O -0.6100 3.3519 3.3529
O -1.5297 -0.7507 0.9011
O 4.2790 7.2475 1.4629
N -2.1303 -1.7258 -3.6930
N -0.4206 -3.5438 0.1465
N -2.5738 -4.8305 -0.6901
N -2.0497 -6.8686 -1.5523
N 1.5702 5.3852 4.6508
N -2.1655 -2.3344 -4.8310
N 0.3861 -5.4363 1.1438
N 4.8917 5.6712 3.3745
N -2.5121 -3.2866 1.8547
N -1.8933 -5.5989 0.1834
N 2.9456 5.4141 4.6209
N -2.3257 -2.7441 -2.7588
N -2.4845 -3.6266 -4.7913
N 3.1482 6.6976 1.3770
N -1.4799 -6.8160 -0.3746
N 2.6969 6.1249 2.4592
N -2.9798 -5.1603 -3.0372
N -5.9042 -1.9582 1.8554
N 5.0057 2.1971 -0.3000
N -4.5053 -2.0042 0.1444
C 3.3572 1.7620 -4.5951
C -2.6271 -5.5940 -1.7822
C 5.8030 1.4494 -4.6970
C 3.1496 -3.0545 -0.6387
C -4.6948 -2.3977 1.4529
C -6.0449 -0.8394 -1.5272
C 0.9148 -3.6467 -0.1081
C -3.9119 -3.4201 2.2438
C -1.9408 1.6469 -2.6871
C 5.7301 1.3267 -3.3477
C -2.0683 0.7914 -1.4675
C -7.3941 -0.4864 -1.7098
C 3.9281 2.9364 0.5817
C 3.5431 5.8145 3.4573
C -1.5855 -4.3765 2.1591
C -1.6505 1.3752 -0.2425
C 3.2502 1.7029 -3.1591
C 5.9447 3.2608 -0.8670
C -1.3572 1.2448 2.2135
C -1.5163 0.5733 0.9686
C -8.2335 -0.4791 -0.6484
C 2.8361 -5.0715 0.6654
C 3.6923 -4.1921 0.0496
C -0.9029 3.3666 1.0255
C -1.6403 3.4824 4.3890
C 1.8365 -2.7845 -0.6843
C 4.5399 1.7457 -5.2875
C 4.5510 1.3241 -2.6414
C -6.6498 -1.3889 0.8227
C -0.7697 -4.6816 0.9286
C -1.3774 2.7955 -0.1656
C -7.9667 -0.9292 0.6577
C -2.5513 -3.8969 -3.4817
C -1.0241 2.5965 2.2264
C 1.4726 -4.7789 0.5676
C -5.6810 -1.4106 -0.2709
C 4.6005 1.1042 -1.1850
H -1.6977 2.5778 5.0053
H 6.6202 1.1340 -2.7316
H 3.0298 2.6160 0.0953
H 6.7077 2.9327 -1.5264
H -2.6799 2.4709 -2.7158
H 3.4376 5.3613 5.5196
H 3.9560 2.5277 1.5930
H -0.8617 -4.1057 2.9725
H 6.3517 3.7036 0.0366
H 0.4109 -6.4007 1.3761
H -3.0161 -5.8728 -3.8092
H 1.2598 4.9872 5.5724
H -2.0452 1.1342 -3.6322
H -7.7803 -0.2474 -2.7595
H 3.5865 0.7239 -0.8615
H -2.1719 -2.3804 2.2565
H 1.1964 5.0106 3.8244
H 1.4524 -1.9275 -1.2115
H -6.2143 -2.1009 2.7915
H -1.3219 4.2931 5.0657
H 2.4198 1.7359 -5.1082
H 3.1562 -5.9768 1.1706
H 5.3573 5.9581 2.5152
H 4.1074 4.0428 0.5437
H 5.3945 3.9920 -1.4103
H 5.3854 0.3236 -1.0491
H -2.5879 3.7695 4.0173
H -5.3442 -0.7274 -2.3643
H 4.4656 1.7040 -6.3712
H 5.6381 1.7144 0.3659
H 4.7896 -4.2644 0.2284
H -0.9677 2.1062 -2.5347
H -4.0794 -3.3681 3.2989
H 5.3359 5.0132 4.0254
H -8.7168 -0.9549 1.5147
H 6.6392 0.9672 -5.2579
H -1.5288 3.3130 -1.1127
H -1.3842 0.6576 3.1511
H -0.6592 4.4344 1.1031
H -4.2492 -4.4622 1.9048
H -2.0988 -5.3167 2.4349
H -9.2264 -0.1067 -0.8564
H 3.8529 -2.2944 -1.0782
```

Computed properties:
Frontier orbital gap   5.72 eV
Spin multiplicity   1
E   -4142.4151 Eh
Total charge   0
HOMO energy   -6.1017 eV

---

No. 7
C4H4OS as an isolated structure at a distorted geometry, computed with ωB97M-V with the def2-TZVPD basis set.

```
10
Properties=species:S:1:pos:R:3
S -3.8018 0.6056 -0.1506
O -2.1534 1.1780 -0.4625
C -1.6552 -0.8257 0.5944
C -1.2223 0.2749 -0.0320
C 0.2420 0.4516 -0.2590
C -3.6298 -0.7861 0.7318
H 0.7779 0.1278 0.6380
H 0.5840 -0.2516 -0.9639
H 0.5656 1.5393 -0.5129
H -1.4409 -1.4514 1.4055
```

Computed properties:
Frontier orbital gap   9.73 eV
Spin multiplicity   1
Relative energy (zero: lowest compared OMol25 entry of this formula, charge and spin)   4.6388 eV
E   -628.0645 Eh
Total charge   0
HOMO energy   -9.5697 eV

---

No. 8
A 2-piece molecular cluster, C4H8N2O overall at a distorted geometry, computed with ωB97M-V with the def2-TZVPD basis set.

```
15
Properties=species:S:1:pos:R:3
O 0.5596 0.3635 -1.4249
N 1.3936 -0.3750 -0.9576
N -0.2525 1.3236 0.5176
C -1.3645 1.4417 0.7323
C -2.7989 1.4268 1.0411
C 0.7919 -1.5496 -0.2415
C 2.7701 -0.3946 -0.9905
H -3.4471 1.8111 0.2582
H -0.3873 -1.5059 -0.2714
H 1.2540 -2.5965 -0.5892
H 3.2141 0.4303 -1.5872
H -3.0098 0.4122 1.3203
H 3.2700 -1.2260 -0.5902
H 1.1044 -1.4734 0.8067
H -3.0976 1.9120 1.9763
```

Computed properties:
SMILES   C=[N+](C)[O-].CC#N
Frontier orbital gap   8.89 eV
Spin multiplicity   1
Relative energy (zero: lowest compared OMol25 entry of this formula, charge and spin)   5.1924 eV
E   -341.8128 Eh
Total charge   0
HOMO energy   -8.1068 eV